{
  "formula": "C27H30As2N3O17P2Rh",
  "method": "the ωB97M-V functional and the def2-TZVPD basis",
  "total_energy_ha": -7755.195699,
  "relative_energy_ev": 0.338,
  "multiplicity": 5,
  "mol_weight_da": 983.239,
  "homo_lumo_gap_ev": [7.16, 6.07],
  "lumo_ev": [-1.1, -2.3],
  "symbols": ["Rh", "O", "C", "C", "C", "C", "C", "C", "C", "O", "N", "N", "C", "C", "C", "C", "C", "C", "N", "H", "H", "H", "H", "H", "H", "H", "H", "H", "H", "O", "P", "O", "O", "O", "P", "O", "O", "O", "H", "H", "C", "O", "C", "O", "C", "C", "As", "C", "C", "C", "As", "C", "C", "O", "O", "C", "C", "O", "O", "C", "C", "O", "O", "C", "H", "H", "H", "H", "H", "H", "H", "H", "H", "H", "H", "H", "H", "H", "H", "H", "H", "H"],
  "coordinates": [[0.3021, -0.2922, -1.0690], [2.2735, 3.2940, 2.5471], [1.3308, 4.0373, 1.9363], [1.5142, 5.4211, 1.9472], [0.5966, 6.2546, 1.3406], [-0.5301, 5.7312, 0.7104], [-0.7185, 4.3650, 0.7010], [0.1956, 3.4954, 1.3031], [-0.0622, 2.0379, 1.1687], [-1.0934, 1.5954, 0.6562], [0.9508, 1.2229, 1.6009], [0.8445, 0.0053, 1.0974], [1.3693, -1.0337, 1.6346], [1.2504, -2.2714, 0.8874], [1.6105, -3.5114, 1.4029], [1.3645, -4.6457, 0.6526], [0.7492, -4.5278, -0.5873], [0.4293, -3.2689, -1.0579], [0.7139, -2.1724, -0.3453], [2.0226, 2.3461, 2.4239], [2.3918, 5.8134, 2.4438], [0.7584, 7.3252, 1.3593], [-1.2482, 6.3843, 0.2337], [-1.5809, 3.9318, 0.2121], [1.8531, -0.9981, 2.6046], [2.0532, -3.5672, 2.3878], [1.6289, -5.6209, 1.0404], [0.5074, -5.3952, -1.1839], [-0.0663, -3.1074, -2.0094], [-2.4293, 2.1626, -1.6983], [-1.3140, 1.7684, -2.7406], [-1.1169, 2.7269, -3.8268], [-0.0352, 1.4640, -1.8933], [-1.7298, 0.3281, -3.3571], [-2.2233, -0.9928, -2.5536], [-3.7936, -0.7979, -2.3917], [-1.8703, -2.2004, -3.3151], [-1.6632, -0.8191, -1.1306], [-2.1293, 1.9656, -0.7830], [-4.2625, -1.4103, -2.9690], [1.4137, 4.8213, -2.9415], [1.9127, 3.5108, -2.6153], [2.0900, 2.7004, -3.6561], [2.0956, 3.0445, -4.8168], [2.3266, 1.3073, -3.2639], [2.3279, 0.2870, -4.2602], [4.0990, -0.2975, -4.8547], [5.1025, 1.3701, -4.6869], [4.5592, -1.0075, -3.0468], [4.0282, -0.6790, -1.8669], [2.5996, 0.6107, -1.4965], [3.4452, 1.9978, -0.4520], [4.4376, -1.3187, -0.5831], [3.9823, -0.9598, 0.4798], [5.3156, -2.3036, -0.7149], [5.7697, -2.9163, 0.5024], [5.6873, -1.9834, -3.2358], [6.8176, -1.5898, -3.3153], [5.3771, -3.2533, -3.5193], [4.0134, -3.6844, -3.4314], [1.3491, -0.8166, -4.2432], [1.0861, -1.3852, -3.1903], [0.8648, -1.2748, -5.3739], [0.9350, -0.4450, -6.5520], [1.2958, 5.3298, -1.9893], [0.4548, 4.7132, -3.4459], [2.1210, 5.3451, -3.5817], [4.8115, 2.0299, -5.5019], [6.1561, 1.1078, -4.7723], [4.9235, 1.8602, -3.7330], [4.3292, 2.3534, -0.9784], [3.7091, 1.5778, 0.5138], [2.7282, 2.8054, -0.3302], [6.5511, -3.6066, 0.2039], [4.9461, -3.4464, 0.9787], [6.1561, -2.1592, 1.1805], [4.0220, -4.7301, -3.7221], [3.3728, -3.1277, -4.1173], [3.6343, -3.5890, -2.4146], [0.0085, -0.6220, -7.0890], [1.7876, -0.7506, -7.1560], [1.0097, 0.6088, -6.2837]]
}



{
  "formula": "H12O6",
  "method": "the ωB97M-V functional and the def2-TZVPD basis",
  "total_energy_ha": -458.244214,
  "relative_energy_ev": 0.746,
  "multiplicity": 2,
  "mol_weight_da": 108.090,
  "homo_lumo_gap_ev": [12.21, 3.96],
  "charge": 1,
  "lumo_ev": [-3.3, -11.2],
  "symbols": ["O", "H", "H", "O", "H", "H", "O", "H", "H", "O", "H", "H", "O", "H", "H", "O", "H", "H"],
  "coordinates": [[0.1714, -0.5998, -2.4926], [0.2630, -1.2067, -3.2540], [0.2555, -1.0802, -1.6551], [-1.4703, -1.5099, 1.7712], [-2.4042, -1.4460, 1.6114], [-1.2961, -0.6289, 2.1626], [0.3849, -1.7615, -0.2511], [-0.2934, -1.5715, 0.3937], [0.5706, -2.6381, -0.1005], [-0.6691, 0.9576, 2.2020], [-0.0096, 1.2893, 1.5576], [-0.2691, 0.9044, 3.1108], [1.3862, 1.1297, 0.5770], [1.4069, 0.2088, 0.2145], [1.0792, 1.6630, -0.2012], [0.2037, 1.9156, -1.7204], [0.1667, 1.0184, -2.0896], [0.4766, 2.4339, -2.4394]]
}



{
  "formula": "C30H32N5O3Sr",
  "method": "the ωB97M-V functional and the def2-TZVPD basis",
  "total_energy_ha": -1692.829282,
  "relative_energy_ev": 0.000,
  "mol_weight_da": 598.238,
  "homo_lumo_gap_ev": 7.07,
  "charge": -1,
  "lumo_ev": 2.7,
  "symbols": ["Sr", "C", "N", "C", "C", "C", "N", "C", "C", "C", "C", "C", "C", "C", "O", "C", "C", "C", "N", "C", "C", "C", "C", "C", "C", "C", "O", "H", "H", "H", "H", "H", "H", "H", "H", "H", "H", "H", "H", "H", "H", "H", "H", "H", "H", "H", "H", "H", "H", "H", "H", "H", "O", "C", "C", "C", "C", "C", "C", "C", "N", "C", "C", "N", "H", "H", "H", "H", "H", "H", "H"],
  "coordinates": [[-0.0473, -0.3056, -0.0709], [3.7912, 0.1824, 0.4602], [2.7830, -0.1781, 1.4477], [3.0544, -1.5020, 2.0463], [1.9627, -2.5429, 1.8235], [1.9028, -3.1011, 0.3870], [0.6164, -2.8548, -0.2216], [-0.1458, -3.8396, -0.4891], [-1.4675, -3.8211, -1.0774], [-2.0664, -5.0773, -1.2738], [-3.3015, -5.2365, -1.8555], [-3.9824, -4.0841, -2.2767], [-3.4385, -2.8389, -2.1064], [-2.1644, -2.6257, -1.4876], [-1.7107, -1.4491, -1.3441], [2.7070, 0.8120, 2.5256], [2.4862, 2.2745, 2.1380], [1.2363, 2.5500, 1.2924], [0.1797, 1.6547, 1.6851], [-0.8204, 2.0542, 2.3580], [-1.9380, 1.2410, 2.7979], [-2.9871, 1.9143, 3.4428], [-4.1164, 1.2711, 3.8951], [-4.2104, -0.1137, 3.6982], [-3.2048, -0.8135, 3.0814], [-2.0139, -0.1884, 2.6003], [-1.0928, -0.8681, 2.0439], [4.7925, 0.2964, 0.9127], [3.5164, 1.1089, -0.0406], [3.8376, -0.5829, -0.3124], [3.2006, -1.3800, 3.1244], [4.0051, -1.8871, 1.6565], [0.9924, -2.1123, 2.0876], [2.1283, -3.3663, 2.5245], [2.1557, -4.1725, 0.3627], [2.6567, -2.5929, -0.2239], [0.2238, -4.8562, -0.2716], [-1.5172, -5.9571, -0.9492], [-3.7332, -6.2199, -1.9883], [-4.9567, -4.1785, -2.7455], [-3.9679, -1.9503, -2.4294], [3.6421, 0.7805, 3.1167], [1.8958, 0.5006, 3.1857], [3.3676, 2.6775, 1.6321], [2.4006, 2.8162, 3.0851], [1.4655, 2.3530, 0.2404], [0.9426, 3.6062, 1.3820], [-0.8972, 3.1185, 2.6430], [-2.8930, 2.9885, 3.5789], [-4.9116, 1.8186, 4.3841], [-5.0939, -0.6452, 4.0358], [-3.2857, -1.8825, 2.9242], [1.5057, 0.4821, -1.7109], [1.7296, 1.3922, -2.5744], [3.0054, 1.4903, -3.2095], [3.3094, 2.4701, -4.1225], [2.3616, 3.4349, -4.4721], [1.1130, 3.3675, -3.8872], [0.7603, 2.3728, -2.9679], [-0.6047, 2.3589, -2.4396], [-1.0706, 1.8623, -1.3042], [-2.4085, 2.1627, -1.2583], [-2.7793, 2.8339, -2.3791], [-1.6257, 2.9626, -3.1161], [3.7379, 0.7396, -2.9359], [4.2977, 2.4968, -4.5690], [2.5991, 4.2251, -5.1722], [0.3928, 4.1418, -4.1332], [-3.0248, 1.8512, -0.4300], [-3.7283, 3.2103, -2.7157], [-1.5489, 3.3499, -4.0379]]
}